Record 1
A molecular structure, C22H70BO11Pd in a non-equilibrium geometry, computed with ωB97M-V/def2-TZVPD.

Geometry as XYZ:
```
105
Properties=species:S:1:pos:R:3:forces:R:3:mulliken_spin:R:1
Pd -6.192586 5.879212 12.398535 0.0 0.8 -0.7 1.59
B -4.257658 6.488326 13.435211 0.3 0.1 -0.3 -0.01
H -4.605298 5.436771 13.729569 0.4 -1.9 0.6 0.04
H -5.129744 7.196651 13.659391 -1.1 1.6 0.7 0.07
H -3.380121 6.831845 14.100887 1.0 0.2 1.1 0.04
H -4.003433 6.610325 12.311849 0.9 -0.1 -1.2 0.03
C -8.876858 8.682462 11.026875 0.0 -0.6 -0.2 0.00
C -8.310221 8.564749 12.435856 0.3 0.7 -0.7 0.00
O -6.939181 8.142266 12.396736 -0.8 -1.0 0.2 0.08
H -8.929066 7.692103 10.563949 -0.1 0.0 0.0 0.00
H -8.236313 9.280732 10.379865 -0.1 0.0 0.2 0.00
H -9.882838 9.101655 11.011887 0.0 0.0 0.1 0.00
H -8.899262 7.866577 13.029825 0.1 0.0 0.1 0.00
H -8.313969 9.555658 12.896661 -0.2 -0.1 0.3 0.00
H -6.357299 8.935123 12.494617 0.3 0.0 0.0 -0.01
C -6.998979 2.916005 17.542928 0.0 -0.3 0.3 0.00
C -5.792770 3.812961 17.619372 -0.3 1.0 -0.2 0.00
O -5.362272 4.125009 16.286078 0.2 -0.2 -0.1 0.00
H -6.777977 1.998131 16.998013 0.1 -0.1 0.2 0.00
H -7.851614 3.359773 17.029311 0.1 0.3 0.0 0.00
H -7.320944 2.705850 18.564611 -0.1 -0.3 -0.1 0.00
H -4.990047 3.416320 18.242363 0.1 -0.4 -0.4 0.00
H -6.051117 4.758169 18.113009 -0.2 0.0 0.0 0.00
H -4.399653 4.312417 16.274615 -0.3 -0.1 0.2 0.00
C -1.239118 3.879942 17.880657 0.1 -0.3 0.2 0.00
C -1.350399 4.378835 16.458454 0.2 0.1 0.0 0.00
O -2.701491 4.821482 16.315852 -0.3 0.2 -0.4 0.00
H -1.543768 4.658267 18.580034 0.0 0.1 -0.1 0.00
H -0.227484 3.576264 18.154388 0.0 0.0 -0.2 0.00
H -1.890559 3.020418 18.045310 0.0 0.0 -0.1 0.00
H -1.109561 3.622081 15.704764 -0.1 -0.2 0.2 0.00
H -0.644274 5.197718 16.279441 -0.2 0.1 0.1 0.00
H -2.852373 5.262199 15.467211 0.3 0.0 0.0 0.00
C -1.886095 11.057217 13.325827 -0.4 0.4 -0.6 0.00
C -2.180651 9.629657 13.746328 0.4 1.1 0.5 0.00
O -2.885287 8.959439 12.706437 0.2 -0.4 0.2 0.00
H -1.165561 11.542647 13.981151 -0.1 -0.1 0.1 0.00
H -2.794047 11.664144 13.303755 0.0 0.0 0.2 0.00
H -1.490098 11.122334 12.308180 0.2 -0.3 0.1 0.00
H -2.795878 9.678228 14.647699 -0.1 -0.3 0.0 0.00
H -1.217706 9.190227 14.018219 -0.2 -0.6 -0.3 0.00
H -3.162581 8.061381 13.012872 0.2 0.5 -0.1 0.00
C -6.430508 11.241871 10.691696 0.7 -0.1 0.3 0.00
C -5.329330 11.347855 11.750306 -0.4 0.0 0.0 0.00
O -5.324887 10.225073 12.634504 0.2 -0.5 0.1 0.00
H -6.079984 10.571981 9.904812 -0.3 -0.1 -0.1 0.00
H -6.634085 12.227038 10.275257 0.0 0.0 -0.1 0.00
H -7.348846 10.857229 11.133427 0.1 0.1 0.0 0.00
H -5.523238 12.238184 12.353553 0.3 0.0 0.0 0.00
H -4.342809 11.386085 11.284639 -0.1 0.4 -0.1 0.00
H -4.439235 9.782619 12.613077 -0.6 0.4 0.1 0.00
C -7.722144 7.049312 15.735601 0.5 -0.1 0.0 -0.01
C -8.076265 5.706806 15.114581 -1.1 1.0 -0.5 0.00
O -6.993406 5.152694 14.350243 -0.2 -0.5 0.8 0.08
H -6.953840 6.874303 16.491002 0.0 0.3 0.0 0.00
H -8.560696 7.572771 16.193971 -0.2 -0.4 0.1 0.00
H -7.333939 7.745052 14.988575 0.2 -0.2 -0.1 0.00
H -8.931246 5.828399 14.445087 0.1 -0.1 -0.2 0.00
H -8.422564 4.996874 15.863422 0.3 -0.2 0.1 0.00
H -6.400162 4.775395 15.069864 0.4 0.1 -0.8 -0.01
C -2.247322 8.473133 8.202273 1.0 0.6 0.3 0.00
C -2.941928 9.422317 9.167859 -0.4 -0.1 -0.6 0.00
O -3.679267 8.704590 10.151302 0.1 0.0 0.5 0.01
H -1.810333 9.054926 7.385432 -0.2 -0.1 -0.1 0.00
H -2.862847 7.675649 7.792769 -0.2 0.1 0.1 0.00
H -1.377311 8.054490 8.716454 -0.2 -0.4 0.0 0.00
H -3.641189 10.070475 8.626355 0.0 -0.1 0.1 0.00
H -2.211659 10.073890 9.656068 0.0 -0.1 0.0 0.00
H -3.231639 8.783601 11.019683 -0.1 0.0 -0.3 0.00
C -3.889499 7.922472 17.566869 -0.1 0.0 0.4 0.00
C -3.248384 9.250259 17.967734 -0.6 -0.6 0.3 0.00
O -3.132651 9.356723 19.383499 0.1 0.1 -0.2 0.00
H -4.894935 7.788406 17.980965 -0.1 0.5 -0.2 0.00
H -3.358176 7.087270 18.026233 0.4 0.0 -0.5 0.00
H -3.952655 7.854993 16.479346 0.1 -0.3 0.0 0.00
H -3.852014 10.079067 17.586003 0.2 0.1 -0.2 0.00
H -2.242395 9.296390 17.554303 0.0 0.2 0.1 0.00
H -4.029355 9.417977 19.728438 0.1 0.0 0.1 0.00
C -1.698919 4.419088 11.814267 -0.8 -0.1 -0.4 0.00
C -1.951773 4.987782 10.421269 0.9 0.0 -0.1 0.00
O -2.905163 4.185778 9.701071 -0.1 0.0 0.6 0.00
H -0.846274 4.924362 12.262575 0.0 -0.1 0.0 0.00
H -1.524384 3.344102 11.750951 0.3 0.0 -0.1 0.00
H -2.571433 4.537536 12.454430 0.0 0.2 0.1 0.00
H -0.993588 4.963180 9.893381 -0.1 0.0 -0.2 0.00
H -2.277079 6.031659 10.439784 -0.1 0.0 0.2 0.00
H -2.929877 4.476998 8.785029 0.0 0.0 0.0 0.00
C -4.890704 1.974562 12.572249 -0.5 -0.1 -0.2 0.00
C -5.495690 2.788762 11.435494 1.0 -0.8 0.4 0.00
O -4.997447 4.136062 11.524094 -0.9 -0.2 -0.1 0.07
H -5.307764 0.964559 12.570301 0.0 0.0 0.0 0.00
H -5.158173 2.455370 13.514343 0.3 -0.1 0.1 0.00
H -3.814376 1.877317 12.444514 0.1 0.2 0.2 0.00
H -6.582059 2.744361 11.499442 0.0 0.4 -0.1 0.00
H -5.165280 2.342376 10.495535 -0.2 0.2 -0.2 0.00
H -4.213827 4.225223 10.933096 -0.4 0.2 0.0 0.00
C -6.428479 7.365213 8.212151 0.4 -0.6 -0.5 0.00
C -5.816692 6.271189 9.064514 -0.2 0.0 0.6 0.00
O -5.509646 6.742005 10.390123 0.1 0.0 -0.4 0.04
H -5.736900 8.196367 8.067542 -0.1 0.1 0.3 0.00
H -7.386288 7.699036 8.598838 0.0 0.1 0.0 0.00
H -6.556913 6.944904 7.210046 -0.3 0.1 0.0 0.00
H -4.919042 5.855808 8.597923 0.1 0.1 0.0 0.00
H -6.499338 5.436215 9.232873 -0.1 0.0 -0.3 0.01
H -4.856415 7.480336 10.286848 -0.2 -0.1 0.4 0.00
```
Forces are in eV/Å.

Kohn-Sham gap (spin up / spin down), eV: 9.713 / 6.838
Spin multiplicity: 3
Net charge: +1
Relative energy (zero: lowest compared OMol25 entry of this formula, charge and spin), eV: 0.6210
DFT total energy, Ha: -1860.18152

Record 2
2 unconnected molecules or ions with the total composition C5H8O in a non-equilibrium geometry, computed with ωB97M-V/def2-TZVPD.

Geometry as XYZ:
```
14
Properties=species:S:1:pos:R:3:forces:R:3:mulliken_charge:R:1
C -1.394803 0.882084 -0.497727 0.1 0.0 0.0 -1.19
C -0.886605 -0.553414 -0.500755 -0.5 -0.2 -0.3 0.17
C 0.530701 -1.025408 -0.579335 -0.6 -1.0 -0.1 -0.75
C 1.713805 0.626446 0.808288 0.2 0.6 0.8 -0.22
O 0.925934 0.783215 1.709541 0.9 0.7 0.0 -0.45
C -0.081918 -1.244258 0.542206 -0.1 -0.6 -0.5 -0.27
H -0.812342 1.549811 0.142829 0.0 -0.1 -0.1 0.27
H -2.432823 0.895904 -0.139842 0.2 0.0 0.0 0.33
H -1.401012 1.280498 -1.520182 0.0 0.0 0.2 0.28
H -1.589510 -1.241668 -0.964174 -0.4 0.2 -0.2 0.40
H 1.298111 -1.376796 -1.244109 0.2 0.3 0.0 0.42
H 1.742491 1.278079 -0.087439 -0.2 0.0 0.1 0.32
H 2.537132 -0.116405 0.831925 -0.2 0.0 0.2 0.31
H -0.149161 -1.738088 1.498772 0.2 0.2 0.0 0.38
```
Forces are in eV/Å.

Kohn-Sham gap, eV: 9.667
SMILES string: CC1C=C1.C=O
Net charge: 0
Relative energy (zero: lowest compared OMol25 entry of this formula, charge and spin), eV: 4.4107
DFT total energy, Ha: -270.39580

Record 3
3 unconnected molecules or ions with the total composition C30H57NO9, computed with ωB97M-V/def2-TZVPD.

Geometry as XYZ:
```
97
Properties=species:S:1:pos:R:3:forces:R:3:mulliken_charge:R:1
C 2.320215 1.873741 1.926887 0.1 0.1 -0.2 -1.15
C 0.796961 1.968218 1.840556 0.0 -0.1 0.0 -0.40
C 0.066919 1.547590 3.122658 0.0 0.1 0.1 -0.07
C 0.584417 0.247514 3.742153 -0.1 0.0 0.1 -0.82
N 0.654033 -0.874154 2.793614 -0.1 0.0 0.0 0.00
C -0.178950 -1.996406 3.003262 0.1 -0.1 0.0 0.11
C -1.514148 -2.022790 2.882802 -0.1 0.0 0.1 -0.45
O -2.228690 -0.936491 2.522496 0.1 0.0 0.1 -0.23
C -3.274256 -0.507387 3.425381 0.0 0.0 0.3 -0.68
C -4.606742 -0.422127 2.707956 -0.1 0.0 0.0 -0.58
C -4.483666 0.124369 1.286711 -0.1 0.1 0.0 -1.05
C -2.259922 -3.312779 3.097757 0.2 -0.1 0.1 0.42
O -3.433934 -3.321977 3.393975 -0.1 -0.2 -0.3 -0.60
C -1.486438 -4.567855 2.928667 0.1 0.0 -0.1 -0.07
C -0.162748 -4.578413 3.095340 0.0 0.1 0.1 0.21
C 0.733606 -5.788883 3.020637 0.0 0.0 0.0 0.34
C 0.253135 -6.791128 1.965466 0.0 0.1 0.0 -1.70
C 0.937106 -6.477376 4.394680 0.1 0.0 0.1 -1.00
C -0.303837 -6.601927 5.290074 0.0 0.0 0.0 -0.04
C -0.319208 -7.905313 6.091227 0.0 0.0 0.0 -1.47
C 0.492446 -3.268201 3.442755 -0.1 0.1 0.0 -0.02
O 1.519586 -3.244493 4.080397 0.1 0.0 -0.2 -0.62
H 2.781832 2.313272 1.036007 0.0 -0.1 0.1 0.31
H 2.666730 0.837009 1.993832 -0.1 0.1 0.1 0.26
H 2.702979 2.424680 2.792840 -0.1 -0.1 0.0 0.27
H 0.437772 1.357603 1.000291 0.1 0.1 0.0 0.10
H 0.519786 2.997823 1.588745 -0.1 -0.1 0.1 0.52
H 0.180688 2.345302 3.868941 0.0 -0.1 0.0 0.39
H -1.003528 1.456205 2.918498 0.0 0.0 0.0 -0.15
H 1.578595 0.419628 4.172392 -0.1 -0.1 -0.1 0.46
H -0.065323 -0.051774 4.573285 0.1 0.1 -0.1 0.37
H 0.590163 -0.555884 1.835199 -0.1 0.0 0.1 0.33
H -2.974951 0.474754 3.810915 0.1 0.0 -0.2 0.48
H -3.333741 -1.197896 4.272764 0.0 0.2 -0.2 0.44
H -5.076457 -1.409822 2.702020 0.0 0.1 -0.1 0.27
H -5.248994 0.244953 3.297359 0.1 -0.1 0.0 0.37
H -4.070252 -0.625785 0.607933 0.0 0.1 0.1 0.25
H -5.466180 0.415146 0.905663 0.1 0.0 0.0 0.49
H -3.837767 1.010076 1.261826 -0.1 -0.1 0.0 0.18
H -2.060829 -5.462564 2.704514 0.0 0.1 0.1 0.47
H 1.717549 -5.408297 2.724246 -0.1 -0.1 0.0 0.43
H 1.051457 -7.507458 1.751340 -0.1 0.0 0.1 0.44
H -0.010378 -6.288893 1.029181 0.0 -0.1 0.1 0.42
H -0.621342 -7.353367 2.311934 0.1 0.1 0.0 0.30
H 1.719693 -5.931659 4.930063 -0.1 -0.1 0.0 0.37
H 1.325821 -7.485082 4.195655 0.0 0.2 0.0 0.50
H -0.338901 -5.752604 5.981799 -0.1 0.0 -0.2 0.33
H -1.215251 -6.548449 4.683992 0.1 0.0 0.1 0.19
H -1.036752 -7.858828 6.914642 0.1 0.0 -0.1 0.39
H -0.604719 -8.747877 5.451845 0.1 0.1 0.1 0.33
H 0.668868 -8.123192 6.509890 -0.1 0.0 0.0 0.35
C 5.571268 -0.159482 -3.662300 0.0 0.0 -0.1 -0.77
O 5.009377 1.126371 -3.546353 0.0 0.0 0.1 -0.24
C 3.814793 1.118726 -2.790509 0.0 0.0 0.0 -0.57
C 3.394946 2.526770 -2.433282 0.0 0.0 0.0 -0.41
O 4.110690 3.076888 -1.338586 0.0 0.0 0.0 -0.31
C 5.415775 3.563244 -1.609971 0.0 0.0 0.0 -0.51
C 5.434604 4.921953 -2.273401 0.0 0.0 0.0 -0.61
O 5.173837 4.807165 -3.658485 -0.1 0.0 0.0 -0.25
C 4.928138 6.057825 -4.256590 0.1 0.0 0.0 -0.77
H 4.879687 -0.856823 -4.150458 0.0 0.0 0.0 0.30
H 6.469452 -0.070796 -4.269993 0.0 0.0 0.0 0.23
H 5.840809 -0.566183 -2.680490 0.0 0.0 0.0 0.32
H 3.954913 0.542277 -1.866174 0.0 0.0 0.0 0.32
H 3.011538 0.642532 -3.371936 0.0 0.0 0.0 0.44
H 2.355108 2.484408 -2.101714 0.0 0.0 0.0 0.31
H 3.451546 3.174950 -3.311114 0.0 0.0 0.0 0.26
H 5.990752 2.846873 -2.201036 0.0 0.0 0.0 0.24
H 5.889717 3.666554 -0.631935 0.0 0.0 0.0 0.39
H 6.421688 5.381011 -2.118713 0.0 0.0 0.0 0.44
H 4.680879 5.563994 -1.798284 0.0 0.0 0.0 0.34
H 4.042718 6.538917 -3.824565 0.0 0.0 0.0 0.32
H 4.758146 5.885887 -5.317460 0.0 0.0 0.0 0.23
H 5.783907 6.733599 -4.139080 0.0 0.0 0.0 0.31
C -1.628042 0.244703 -2.139353 -0.1 -0.1 0.0 -0.29
O -2.550327 1.069754 -2.811688 0.1 0.1 0.0 -0.30
C -2.965426 2.159692 -2.008680 0.0 -0.1 0.0 -0.06
C -3.698020 3.190889 -2.833917 0.0 0.0 0.0 -0.64
O -2.839854 4.026362 -3.593238 0.0 0.0 0.0 -0.44
C -2.389903 3.495927 -4.829421 0.0 0.0 0.0 -0.39
C -3.393899 3.632748 -5.952246 0.0 0.0 0.0 -0.61
O -4.385948 2.628466 -5.862233 0.0 0.1 0.1 -0.24
C -5.469211 2.874097 -6.727330 0.0 0.0 0.0 -0.76
H -2.053445 -0.162396 -1.213793 0.0 0.0 0.0 0.05
H -1.376903 -0.578211 -2.805710 0.0 0.0 0.0 0.28
H -0.713183 0.794568 -1.887918 0.0 0.0 0.0 0.09
H -2.093454 2.626431 -1.532207 0.0 0.0 0.0 0.31
H -3.639123 1.793088 -1.220882 0.0 0.0 0.1 0.10
H -4.216687 3.857343 -2.141334 0.0 0.0 0.0 0.40
H -4.440854 2.704197 -3.470396 0.0 0.0 0.0 0.27
H -2.085067 2.451644 -4.723953 0.0 0.0 0.0 0.23
H -1.513531 4.090145 -5.096311 0.0 0.0 0.0 0.38
H -2.867173 3.548232 -6.913759 0.0 0.0 0.0 0.43
H -3.856720 4.627236 -5.902011 0.0 0.0 0.0 0.33
H -5.972885 3.815251 -6.477474 0.0 0.0 0.0 0.31
H -6.172986 2.052133 -6.613032 0.0 0.0 0.0 0.23
H -5.144099 2.920287 -7.773746 0.0 0.0 0.0 0.30
```
Forces are in eV/Å.

Kohn-Sham gap, eV: 8.172
SMILES string: CCCCNC1=C(OCCC)C(=O)C=C([C@H](C)CCC)C1=O.COCCOCCOC.COCCOCCOC
Net charge: 0
Relative energy (zero: lowest compared OMol25 entry of this formula, charge and spin), eV: 0.0000
DFT total energy, Ha: -1909.03880